{
  "formula": "C27H38F6IrN6O6S2",
  "method": "ωB97M-V/def2-TZVPD",
  "species": ["Ir", "O", "C", "C", "C", "C", "C", "C", "C", "C", "N", "H", "H", "H", "H", "H", "H", "H", "H", "H", "H", "H", "F", "C", "F", "F", "S", "O", "O", "N", "S", "O", "O", "C", "F", "F", "F", "C", "C", "C", "C", "N", "C", "N", "N", "N", "H", "H", "H", "H", "H", "H", "H", "H", "H", "H", "C", "C", "C", "C", "C", "C", "C", "C", "C", "C", "C", "C", "O", "H", "H", "H", "H", "H", "H", "H", "H", "H", "H", "H", "H", "H", "H", "H", "H", "H"],
  "positions_angstrom": [[0.08, -0.36, -0.18], [0.01, 1.36, 1.38], [-1.20, 2.14, 1.45], [-1.15, 3.34, 0.52], [-0.56, 2.91, -0.82], [-1.39, 1.93, -1.60], [-2.34, 2.46, -2.47], [-2.99, 1.66, -3.38], [-2.64, 0.32, -3.44], [-1.74, -0.17, -2.52], [-1.17, 0.60, -1.57], [0.78, 1.84, 1.72], [-1.37, 2.43, 2.49], [-1.99, 1.45, 1.16], [-0.53, 4.13, 0.95], [-2.15, 3.74, 0.41], [0.43, 2.50, -0.66], [-0.42, 3.79, -1.45], [-2.51, 3.53, -2.44], [-3.72, 2.08, -4.06], [-3.08, -0.36, -4.16], [-1.47, -1.21, -2.49], [3.19, -1.47, 4.49], [2.98, -1.77, 3.22], [2.47, -2.98, 3.12], [4.12, -1.70, 2.54], [1.80, -0.54, 2.51], [1.63, -1.04, 1.12], [2.42, 0.74, 2.64], [0.50, -0.66, 3.35], [-0.73, -1.47, 2.78], [-1.18, -0.94, 1.47], [-0.64, -2.88, 2.92], [-2.04, -0.86, 3.92], [-2.13, 0.46, 3.86], [-3.19, -1.39, 3.53], [-1.76, -1.24, 5.15], [2.82, -1.97, -5.27], [3.68, -0.72, -5.29], [2.97, 0.45, -5.97], [4.17, -0.35, -3.89], [3.08, 0.01, -2.97], [2.37, -0.75, -2.15], [1.47, 0.04, -1.59], [1.65, 1.27, -2.10], [2.61, 1.26, -2.92], [2.55, -2.26, -6.29], [1.88, -1.81, -4.73], [3.33, -2.82, -4.82], [4.60, -0.94, -5.84], [2.01, 0.66, -5.50], [2.78, 0.20, -7.01], [3.57, 1.36, -5.95], [4.84, 0.51, -3.91], [4.70, -1.18, -3.42], [2.52, -1.79, -1.97], [2.45, -4.03, -0.12], [1.32, -4.57, -0.99], [1.38, -4.11, -2.45], [-0.06, -4.38, -0.37], [-0.54, -5.50, 0.32], [-1.83, -5.57, 0.80], [-2.70, -4.55, 0.46], [-2.30, -3.43, -0.25], [-3.43, -2.60, -0.86], [-3.40, -2.76, -2.38], [-3.64, -1.16, -0.42], [-0.92, -3.27, -0.53], [-0.50, -2.09, -1.13], [3.43, -4.24, -0.58], [2.44, -4.50, 0.86], [2.36, -2.97, 0.05], [1.47, -5.65, -1.01], [1.22, -3.04, -2.55], [0.61, -4.60, -3.03], [2.35, -4.38, -2.88], [0.13, -6.34, 0.46], [-2.17, -6.43, 1.35], [-3.75, -4.66, 0.70], [-4.34, -3.12, -0.54], [-2.47, -2.39, -2.82], [-4.24, -2.23, -2.84], [-3.48, -3.81, -2.66], [-2.82, -0.50, -0.71], [-3.76, -1.09, 0.66], [-4.55, -0.77, -0.88]],
  "total_energy_ev": -90647.920,
  "de_lowest_kcal_mol": 0.00,
  "homo_lumo_gap_ev": 7.33,
  "lumo_ev": -3.17,
  "total_charge": 1
}

{
  "formula": "C27H39MoO5",
  "method": "ωB97M-V/def2-TZVPD",
  "species": ["C", "C", "C", "C", "H", "H", "C", "H", "H", "C", "H", "H", "C", "C", "C", "O", "O", "O", "O", "C", "H", "H", "H", "C", "H", "H", "H", "O", "H", "H", "C", "C", "H", "H", "H", "H", "H", "H", "Mo", "C", "C", "C", "H", "C", "C", "H", "H", "H", "H", "C", "C", "C", "H", "C", "C", "H", "H", "H", "H", "C", "C", "C", "C", "H", "H", "H", "H", "H", "H", "H", "H", "H"],
  "positions_angstrom": [[0.26, -0.83, -4.29], [-0.11, -1.43, -2.91], [0.10, 0.70, -4.14], [-1.02, 0.84, -3.10], [-0.17, 1.16, -5.10], [1.06, 1.11, -3.80], [-1.27, -0.56, -2.46], [0.78, -1.31, -2.26], [-0.36, -2.49, -2.98], [-1.46, -0.30, -0.97], [-2.19, -1.00, -2.89], [-1.96, 1.15, -3.59], [-0.79, 1.76, -1.87], [1.57, -1.39, -4.80], [-0.61, -1.36, -5.43], [-0.87, -0.77, -6.46], [2.41, -1.98, -4.14], [1.67, -1.24, -6.14], [-1.01, -2.62, -5.15], [-0.60, -3.71, -6.01], [-0.24, -4.50, -5.34], [0.20, -3.40, -6.71], [-1.49, -4.03, -6.56], [2.98, -1.54, -6.61], [3.72, -0.97, -6.02], [2.97, -1.23, -7.66], [3.19, -2.62, -6.51], [-1.41, 1.11, -0.72], [-0.67, -0.76, -0.36], [-2.44, -0.67, -0.63], [-1.45, 3.11, -2.10], [0.70, 1.97, -1.53], [1.18, 2.60, -2.29], [1.23, 1.01, -1.44], [0.76, 2.48, -0.56], [-1.32, 3.75, -1.22], [-2.52, 2.98, -2.30], [-0.99, 3.61, -2.96], [0.20, -0.53, 3.67], [-2.14, -0.91, 4.72], [-2.51, -0.62, 3.37], [-1.93, -1.61, 2.52], [-3.13, 0.22, 3.04], [-1.14, -2.49, 3.33], [-1.27, -2.05, 4.71], [-0.86, -2.56, 5.58], [-2.46, -0.37, 5.61], [-2.15, -1.74, 1.46], [-0.71, -3.44, 3.02], [2.32, 0.17, 3.84], [2.08, -0.84, 4.84], [1.76, -2.06, 4.16], [2.15, -0.69, 5.92], [1.79, -1.80, 2.74], [2.12, -0.41, 2.55], [2.38, 0.06, 1.60], [2.70, 1.17, 4.03], [1.53, -3.01, 4.63], [1.71, -2.53, 1.95], [-1.22, 3.42, 5.36], [-0.05, 2.97, 4.46], [1.28, 3.03, 5.19], [-0.46, 1.61, 3.84], [-1.36, 2.72, 6.19], [-2.15, 3.43, 4.79], [-1.07, 4.42, 5.77], [0.01, 3.67, 3.62], [1.42, 2.21, 5.89], [2.12, 3.01, 4.49], [1.34, 3.98, 5.73], [-0.98, 1.81, 2.88], [-1.20, 1.15, 4.54]],
  "total_energy_ev": -40721.509,
  "multiplicity": 3,
  "homo_lumo_gap_ev": [2.83, 4.13],
  "lumo_ev": [2.06, 2.06],
  "total_charge": -1
}